19
Properties=species:S:1:pos:R:3:forces:R:3 method="wB97M-V/def2-TZVPD" homo_ha=-0.351 relative_energy_kj_mol=65.3 energy_ev=-10948.5897 smiles="CN(C)C(=O)CCO" orbital_gap_ev=10.3
C -2.0646 0.6380 1.4521 -0.02 0.19 0.18
N -0.8571 -0.1169 1.1803 -0.35 -0.11 -0.17
C -0.8642 -1.4842 1.6844 0.22 0.78 0.41
C -0.0610 0.2959 0.1564 0.14 -0.30 0.21
O -0.1883 1.3944 -0.3627 0.01 0.15 -0.14
C 1.0216 -0.6686 -0.2856 0.30 0.00 0.07
C 1.8953 -0.0773 -1.3659 -0.29 0.18 -0.89
O 1.1609 0.2748 -2.5369 -0.16 0.24 0.31
H -2.9485 0.0999 1.0969 0.01 -0.01 0.02
H -2.1622 0.8237 2.5207 -0.05 -0.13 0.11
H -2.0094 1.6003 0.9592 0.03 0.01 -0.14
H 0.1527 -1.8752 1.6808 -0.37 -0.30 -0.13
H -1.5988 -2.0893 1.1673 0.12 -0.41 -0.44
H -1.2057 -1.4538 2.7162 0.11 0.05 0.21
H 1.6744 -0.8980 0.5599 -0.07 -0.08 0.14
H 0.5866 -1.6107 -0.6192 -0.11 -0.01 -0.04
H 2.4144 0.7984 -0.9804 0.17 0.08 0.10
H 2.6241 -0.8086 -1.7157 0.10 0.00 0.25
H 0.5730 1.0035 -2.2660 0.20 -0.33 -0.06

---

18
Properties=species:S:1:pos:R:3:forces:R:3 method="wB97M-V/def2-TZVPD" homo_ha="-0.296 / -0.296" relative_energy_kj_mol=168.6 energy_ev=-34051.2690 orbital_gap_ev="7.8 / 7.8"
C 4.3875 -0.6797 0.6998 0.78 -1.24 0.30
C -1.9915 1.3731 0.4558 -3.87 0.89 0.92
C -2.1008 0.1005 0.0265 -0.13 0.05 0.43
C -0.2063 0.9989 -0.5210 1.61 -1.01 -1.48
C 3.5729 -0.0865 -0.2734 0.68 -0.36 -2.65
C 2.4259 0.4032 0.0761 -2.33 1.91 1.36
C -3.1552 -0.9295 0.1263 1.32 -0.60 -0.19
N 4.9639 -1.3592 1.4271 0.16 0.38 0.16
N -0.9248 -0.1409 -0.6695 0.93 2.62 1.33
O -0.8668 1.9702 0.1093 0.79 -0.77 -0.34
S 1.3960 1.3193 -1.1371 0.28 -0.91 1.15
S -0.5069 -1.5516 -1.3999 0.56 -1.32 -0.75
H -2.7969 2.0420 0.8077 0.77 -0.66 0.17
H 3.7868 -0.1556 -1.3631 0.40 -0.04 1.01
H 2.2333 0.4482 1.1811 -0.52 0.12 -1.29
H -2.9701 -1.7587 0.7924 0.87 -0.09 0.51
H -3.1886 -1.4344 -0.8195 -0.55 -0.01 -0.74
H -4.0582 -0.5592 0.4816 -1.77 1.02 0.09

---

122
Properties=species:S:1:pos:R:3:forces:R:3 method="wB97M-V/def2-TZVPD" homo_ha=-0.317 energy_ev=-71160.3938 orbital_gap_ev=8.7
C 2.5143 -2.8672 3.3714 -0.28 -0.23 0.14
C 1.5122 -1.7597 3.3923 1.19 -0.57 0.75
O 0.5837 -1.7693 2.6531 -1.56 0.39 -1.28
N 1.7443 -0.7414 4.3664 -0.27 0.33 -0.39
C 1.3426 0.6018 3.8916 0.07 0.45 0.72
C 2.4056 1.6847 4.1073 0.35 -0.62 -0.64
C 3.8685 1.2129 4.1004 -0.21 1.62 0.40
C 4.7553 2.3028 3.4344 0.36 -1.18 -0.62
B 5.0306 1.8632 1.9610 -0.02 0.43 1.34
O 6.2219 2.1084 1.2996 -0.39 -0.30 -0.28
B 6.3704 1.4750 0.0901 1.23 -0.40 -0.51
O 5.2836 1.1246 -0.6860 0.10 0.83 0.24
B 4.1389 1.5145 -0.0397 -0.61 -1.27 -1.15
P 2.6743 2.5073 -0.8276 -1.35 0.60 1.25
N 1.8858 3.2898 0.3075 0.42 0.04 -0.13
O 4.0151 1.1961 1.2732 -0.08 0.73 0.05
H 2.1617 -3.6676 2.7412 -0.16 -0.17 -0.29
H 3.4670 -2.5239 2.9909 0.34 0.16 0.18
H 2.6105 -3.2587 4.3749 0.42 0.01 0.34
H 1.1101 -0.9838 5.1205 0.33 -0.11 0.37
H 1.0619 0.6066 2.8511 0.00 -0.40 -0.41
H 0.4594 0.9109 4.4321 -0.43 0.08 0.05
H 2.2278 2.2766 4.9893 -0.07 0.08 0.52
H 2.2921 2.3697 3.2803 -0.20 0.33 -0.33
H 3.9941 0.2554 3.6270 0.00 -0.45 -0.06
H 4.1812 1.1712 5.1299 0.20 -0.56 0.39
H 4.2472 3.2561 3.4293 -0.17 0.43 0.12
H 5.7009 2.4405 3.9443 0.19 0.10 0.22
H 7.4511 1.1946 -0.3055 0.06 0.10 -0.01
H 1.7710 1.5879 -1.4130 0.51 0.00 -0.68
H 3.1253 3.3754 -1.8452 0.07 -0.55 -0.35
H 2.3279 3.1461 1.2074 -0.12 0.09 0.11
C 5.5098 5.9103 5.8525 -0.18 -0.08 -0.02
C 4.1090 5.4165 6.1630 0.29 0.03 0.26
O 4.1271 4.0613 6.6109 -0.12 -0.10 -0.10
H 5.9751 5.2870 5.0928 0.00 0.02 -0.04
H 5.4923 6.9421 5.4970 0.03 0.01 0.03
H 6.1440 5.8609 6.7405 0.00 0.08 0.01
H 3.4860 5.4467 5.2699 -0.06 -0.10 0.02
H 3.6378 6.0403 6.9305 -0.06 0.08 -0.10
H 4.6651 4.0219 7.4089 -0.03 0.00 -0.07
C -0.7047 -0.5523 -0.1939 0.18 0.14 -0.17
C -2.0322 -1.1872 0.1565 0.26 -0.07 0.31
O -1.8392 -2.5010 0.6681 -0.24 -0.23 0.05
H -0.1798 -1.1653 -0.9284 -0.06 -0.01 -0.05
H -0.8407 0.4514 -0.6035 0.00 0.01 0.03
H -0.0656 -0.4869 0.6882 -0.10 0.07 0.01
H -2.6644 -1.2772 -0.7274 -0.02 -0.11 0.00
H -2.5654 -0.5850 0.9001 -0.05 0.08 -0.09
H -1.2864 -2.4361 1.4570 0.11 0.06 -0.09
C -3.2300 -5.8166 -1.7681 -0.02 -0.10 -0.12
C -1.8337 -6.1779 -1.2973 -0.22 0.39 0.22
O -1.1054 -4.9999 -0.9700 0.16 -0.21 0.00
H -3.1695 -5.1564 -2.6347 0.02 -0.03 -0.03
H -3.8081 -6.7006 -2.0410 -0.06 0.03 0.05
H -3.7721 -5.2783 -0.9876 -0.02 -0.08 0.04
H -1.2832 -6.6929 -2.0840 0.09 0.04 0.02
H -1.8768 -6.8363 -0.4221 -0.03 -0.12 -0.09
H -1.5828 -4.5415 -0.2659 0.11 0.24 -0.12
C -6.9659 -6.8453 -4.2410 0.08 -0.05 0.05
C -7.3140 -7.5774 -2.9578 -0.06 0.41 -0.07
O -6.7440 -6.9279 -1.8234 0.04 -0.14 0.08
H -5.8830 -6.7975 -4.3659 0.01 -0.08 0.00
H -7.3980 -7.3472 -5.1076 -0.02 0.06 -0.03
H -7.3347 -5.8186 -4.2215 -0.11 -0.04 -0.06
H -6.9208 -8.5927 -2.9787 0.03 0.00 0.14
H -8.4002 -7.6328 -2.8256 -0.01 -0.13 -0.11
H -7.1004 -6.0334 -1.7915 0.07 -0.05 -0.01
C 4.7268 5.7288 -3.4384 0.04 -0.04 -0.01
C 3.5581 6.3441 -4.1847 -0.01 0.08 0.39
O 2.3249 6.0189 -3.5498 0.02 -0.06 -0.10
H 4.6163 4.6443 -3.3938 0.03 -0.01 -0.07
H 5.6773 5.9652 -3.9192 0.00 0.00 0.02
H 4.7588 6.0962 -2.4095 0.05 0.06 -0.02
H 3.5075 5.9635 -5.2032 -0.12 -0.02 0.00
H 3.6622 7.4333 -4.2304 0.10 -0.01 -0.12
H 2.3633 6.3643 -2.6506 -0.10 -0.05 -0.05
C -8.5585 -2.1715 -5.7757 0.04 -0.12 0.05
C -8.6016 -3.3639 -6.7135 -0.27 0.08 0.22
O -8.8809 -4.5760 -6.0122 0.08 -0.03 -0.03
H -7.7991 -2.3219 -5.0072 0.05 0.03 -0.03
H -8.3298 -1.2538 -6.3184 -0.04 0.03 0.03
H -9.5141 -2.0392 -5.2637 -0.03 0.08 -0.08
H -7.6369 -3.4975 -7.2002 0.00 -0.13 -0.01
H -9.3610 -3.2192 -7.4894 0.09 0.08 -0.08
H -9.7419 -4.4816 -5.5902 0.07 0.01 -0.04
C 5.3586 -2.6958 -1.6391 0.03 0.00 0.05
C 5.0116 -3.4252 -0.3543 -0.11 0.33 -0.02
O 5.5707 -2.7660 0.7835 0.03 -0.05 0.05
H 6.4400 -2.6284 -1.7626 0.00 -0.06 0.01
H 4.9362 -3.2049 -2.5064 -0.02 0.03 0.00
H 4.9697 -1.6748 -1.6099 -0.05 -0.01 -0.07
H 5.4124 -4.4369 -0.3645 0.05 0.00 0.12
H 3.9254 -3.4886 -0.2307 -0.01 -0.12 -0.09
H 5.2093 -1.8728 0.8053 0.03 -0.06 -0.01
C -10.9129 -0.6034 -1.8584 0.01 -0.03 -0.05
C -9.7532 0.2148 -2.3964 -0.27 0.09 -0.05
O -9.9103 0.4918 -3.7867 0.07 -0.04 -0.02
H -10.9996 -1.5432 -2.4048 0.05 -0.02 0.02
H -10.7790 -0.8248 -0.7986 -0.02 0.01 0.00
H -11.8562 -0.0660 -1.9833 0.01 0.04 0.07
H -8.8173 -0.3311 -2.2883 0.04 0.01 -0.08
H -9.6646 1.1594 -1.8492 0.07 -0.05 0.11
H -10.7286 0.9877 -3.8992 0.07 -0.03 0.00
C -4.5806 1.0848 -3.0771 -0.05 -0.07 -0.03
C -5.7813 0.5517 -2.3147 0.31 -0.13 0.10
O -5.8204 -0.8740 -2.3216 -0.10 0.04 -0.05
H -4.5992 0.7335 -4.1091 -0.06 0.03 -0.01
H -4.5709 2.1757 -3.0766 0.03 -0.01 0.01
H -3.6489 0.7281 -2.6306 0.00 0.07 0.06
H -6.7076 0.8931 -2.7744 -0.04 -0.07 -0.01
H -5.7631 0.9035 -1.2774 -0.05 0.13 -0.03
H -5.0124 -1.1942 -1.9050 -0.07 -0.01 -0.03
C 10.5944 5.1196 5.8790 -0.05 0.03 0.04
C 9.3866 4.4801 5.2189 0.16 0.25 -0.18
O 8.4204 5.4578 4.8382 0.07 -0.05 0.02
H 10.2901 5.6865 6.7593 -0.01 -0.05 0.03
H 11.3221 4.3652 6.1814 0.02 0.01 -0.02
H 11.0833 5.8176 5.1954 0.05 -0.06 -0.03
H 8.8901 3.7993 5.9087 -0.10 0.02 -0.03
H 9.6898 3.9106 4.3342 0.03 -0.12 0.08
H 8.8428 6.0609 4.2165 -0.05 -0.04 0.05